1.
71
Properties=species:S:1:pos:R:3 method="wB97M-V/def2-TZVPD" total_charge=0 total_energy_ha=-6404.61593 lumo_ev=0.47 smiles=c1ccncc1.C1CCOC1.C1CCOC1.C1CCOC1.C1CCOC1.BrCCBr
C -1.49 -2.09 0.41
C -1.08 -0.81 0.04
C -1.86 0.27 0.43
N -2.84 0.15 1.33
C -3.15 -1.08 1.77
C -2.54 -2.22 1.31
H -1.02 -2.94 -0.06
H -0.25 -0.67 -0.64
H -1.64 1.27 0.08
H -3.95 -1.10 2.50
H -2.80 -3.24 1.53
C 0.78 3.14 -2.88
C 2.18 2.76 -2.49
C 2.12 1.25 -2.74
O 1.51 1.20 -4.05
C 0.54 2.25 -4.12
H 0.56 4.18 -3.10
H 0.04 2.86 -2.13
H 2.49 3.01 -1.47
H 2.97 3.11 -3.15
H 1.60 0.60 -2.04
H 3.11 0.82 -2.90
H -0.48 1.87 -4.13
H 0.66 2.76 -5.08
C 1.35 -4.20 -1.52
C 2.13 -4.50 -0.29
C 2.35 -3.10 0.27
O 2.51 -2.27 -0.90
C 2.10 -2.97 -2.08
H 0.42 -3.66 -1.26
H 1.14 -5.03 -2.18
H 3.11 -4.95 -0.51
H 1.64 -5.20 0.39
H 3.27 -3.00 0.84
H 1.45 -2.81 0.81
H 2.99 -3.23 -2.66
H 1.50 -2.30 -2.70
C 3.32 1.31 1.54
C 3.00 2.80 1.49
C 1.45 2.73 1.46
O 1.19 1.66 0.59
C 2.12 0.62 0.88
H 3.40 1.01 2.59
H 4.28 1.00 1.12
H 3.26 3.36 0.59
H 3.48 3.31 2.32
H 0.99 3.64 1.09
H 1.10 2.57 2.49
H 2.34 -0.05 0.04
H 1.65 -0.10 1.57
C -1.76 5.38 2.30
C -2.50 4.07 2.49
C -3.20 3.81 1.14
O -2.46 4.53 0.18
C -1.54 5.44 0.76
H -0.88 5.39 2.93
H -2.39 6.24 2.50
H -3.23 4.05 3.30
H -1.79 3.26 2.69
H -4.24 4.14 1.22
H -3.22 2.72 1.02
H -1.65 6.45 0.39
H -0.55 5.08 0.46
Br -3.85 -8.30 2.01
C -3.09 -6.63 1.25
C -2.82 -6.95 -0.20
Br -1.91 -5.43 -1.02
H -2.16 -6.48 1.78
H -3.80 -5.84 1.46
H -3.73 -7.08 -0.77
H -2.21 -7.85 -0.27

---

2.
20
Properties=species:S:1:pos:R:3 method="wB97M-V/def2-TZVPD" total_charge=0 total_energy_ha=-1557.70065 lumo_ev=-0.98 smiles="COC(=O)C1=P#[PH]1.COC(=O)C#P"
C 0.12 2.86 -1.32
O -1.24 2.35 -1.55
C -1.42 1.46 -2.47
O -0.53 1.05 -3.13
C -2.80 0.96 -2.46
P -3.67 -0.43 -2.65
P -4.13 1.17 -1.25
H 0.08 3.57 -0.54
H 0.45 3.35 -2.28
H 0.71 1.96 -1.13
H -5.04 2.00 -2.00
C -0.13 -2.92 0.16
O -0.93 -1.94 0.91
C -0.57 -0.72 0.50
O 0.25 -0.33 -0.24
C -1.39 0.34 1.16
P -2.22 1.64 1.50
H -0.60 -3.98 -0.01
H 0.81 -3.04 0.69
H -0.01 -2.47 -0.83

---

3.
12
Properties=species:S:1:pos:R:3 method="wB97M-V/def2-TZVPD" s_squared=0.771 total_charge=+2 multiplicity=2 total_energy_ha=-420.32957 lumo_ev="-10.65 / -11.06"
O -2.00 0.77 -1.04
In -3.12 1.10 -2.58
C -1.69 -0.07 -0.20
C 0.25 -0.88 -0.45
H -2.15 0.09 0.79
H 0.42 -0.57 -1.49
H 0.16 -1.96 -0.61
H -1.03 -1.20 0.35
C 1.70 -0.07 0.49
C 2.32 0.72 1.31
H 3.28 0.41 1.74
H 1.85 1.64 1.68

---

4.
56
Properties=species:S:1:pos:R:3 method="wB97M-V/def2-TZVPD" total_charge=0 total_energy_ha=-1362.17992 lumo_ev=-2.50
C -4.40 0.43 2.27
C -3.12 1.22 2.35
O -2.07 0.35 1.87
C -0.86 0.95 1.68
C 0.17 -0.05 1.63
C 1.51 0.19 1.91
C 2.08 1.51 2.01
C 3.44 1.68 2.19
C 4.29 0.56 2.29
C 5.70 0.73 2.47
N 6.86 0.85 2.59
C 3.75 -0.73 2.20
C 2.39 -0.92 2.06
O -0.75 2.17 1.53
H -5.19 0.97 2.78
H -4.71 0.29 1.22
H -4.29 -0.56 2.72
H -3.16 2.12 1.73
H -2.90 1.50 3.40
H -0.18 -1.08 1.66
H 1.40 2.36 1.90
H 3.86 2.68 2.27
H 4.43 -1.59 2.22
H 1.97 -1.92 2.00
C -0.11 -0.49 -1.24
C 0.85 -1.57 -1.25
C 2.23 -1.31 -1.08
C 3.16 -2.35 -1.08
C 2.74 -3.67 -1.26
C 1.38 -3.95 -1.44
C 0.45 -2.91 -1.46
C -1.54 -0.64 -1.03
C -2.18 0.59 -1.41
C -3.56 0.69 -1.49
C -4.33 -0.42 -1.14
C -3.71 -1.60 -0.69
C -2.32 -1.71 -0.60
C -1.15 1.52 -1.83
C 0.12 0.84 -1.76
C 1.24 1.45 -2.33
C 1.11 2.72 -2.91
C -0.13 3.38 -2.96
C -1.27 2.77 -2.42
H 2.57 -0.29 -0.91
H 4.22 -2.12 -0.94
H 3.47 -4.48 -1.28
H 1.04 -4.97 -1.59
H -0.60 -3.13 -1.68
H -4.00 1.63 -1.84
H -5.42 -0.37 -1.21
H -4.33 -2.45 -0.39
H -1.85 -2.60 -0.19
H 2.20 0.93 -2.36
H 1.99 3.20 -3.33
H -0.21 4.35 -3.43
H -2.26 3.23 -2.47

---

Values for relative energy (zero: lowest compared OMol25 entry of this formula, charge and spin), kcal per mole, ordered as above
0.00, 51.28, 101.11, 0.37